{"formula": "C3H8N2O", "method": "ωB97M-V/def2-TZVPD", "total_charge": 0, "orbital_gap_ev": 9.4, "smiles": "[H]/N=C\\N.CC=O", "de_lowest_ev": 2.507, "e_tot_ev": -8266.8193, "spin_multiplicity": 1, "symbols": ["H", "H", "N", "C", "C", "C", "H", "H", "N", "O", "H", "H", "H", "H"], "coordinates": [[-0.662, 0.953, -0.104], [1.323, -2.973, -1.893], [-0.039, 1.646, 0.289], [-0.735, -2.172, -2.029], [-0.625, 2.211, 1.384], [0.651, -2.237, -1.411], [-1.190, -3.156, -1.908], [0.940, 1.464, 0.133], [-0.168, 2.567, 2.518], [0.992, -1.683, -0.405], [0.490, 1.905, 2.921], [-1.344, -1.508, -1.429], [-1.732, 2.235, 1.252], [-0.769, -2.057, -3.106]]}